No. 1
ORCA calculation (ωB97M-V/def2-TZVPD) on C5H8O2 in the gas phase at a distorted geometry.

Cartesian coordinates (Å):
C1 1.80 0.90 1.09
C2 0.56 1.13 0.27
C3 -0.28 -0.72 -1.41
C4 -0.98 -0.66 -0.27
O1 -0.43 0.01 0.78
C5 -2.29 -1.40 -0.15
O2 -2.98 -1.65 -1.12
H1 1.48 0.77 2.12
H2 2.53 1.72 1.02
H3 2.31 -0.02 0.76
H4 0.86 1.28 -0.80
H5 -0.06 1.98 0.52
H6 -0.73 -0.95 -2.36
H7 0.79 -0.58 -1.32
H8 -2.56 -1.80 0.86

* E: -345.7039 Ha
* HOMO energy: -8.873 eV
* orbital gap: 9.3 eV
* structure (SMILES): C=C(C=O)OCC



No. 2
ORCA calculation (ωB97M-V/def2-TZVPD) on C5H8O2 in the gas phase at a distorted geometry.

Cartesian coordinates (Å):
C1 2.09 0.80 -1.14
C2 1.07 -0.07 -0.23
C3 -0.37 0.04 -0.76
C4 -1.47 -0.26 -0.17
C5 -1.56 -0.65 1.36
H1 1.55 1.85 -1.10
H2 3.13 0.82 -0.73
H3 1.94 0.60 -1.99
H4 1.40 -0.97 -0.31
H5 1.19 0.33 0.91
H6 -0.36 0.22 -1.62
H7 -2.23 -0.28 -0.69
H8 -2.88 -0.84 2.76
O1 -2.83 -0.83 1.59
O2 -0.67 -0.76 2.12

* E: -345.6203 Ha
* HOMO energy: -10.225 eV
* orbital gap: 10.8 eV
* structure (SMILES): CC/C=C\C(=O)O



No. 3
ORCA calculation (ωB97M-V/def2-TZVPD) on 2 unconnected molecules or ions with the total composition C5H8O2 at a distorted geometry.

Cartesian coordinates (Å):
C1 0.45 1.81 -0.54
C2 -0.56 1.16 -0.09
C3 0.27 -0.31 1.86
C4 0.46 -1.13 -0.95
C5 -0.56 -0.25 -0.30
O1 1.10 -1.10 2.23
O2 -1.85 -0.71 -0.34
H1 0.56 2.88 -0.23
H2 1.13 1.29 -1.10
H3 -1.31 1.51 0.55
H4 0.09 0.50 2.48
H5 0.61 -0.81 -1.95
H6 0.12 -2.24 -0.80
H7 1.42 -0.96 -0.34
H8 -1.92 -1.66 -0.47

* E: -345.5801 Ha
* HOMO energy (spin up / spin down): -5.621 / -10.253 eV
* 2S+1: 3
* orbital gap (spin up / spin down): 6.5 / 9.4 eV
* ⟨S²⟩: 2.017



No. 4
ORCA calculation (ωB97M-V/def2-TZVPD) on 4 unconnected molecules or ions with the total composition C5H8O2 at a distorted geometry.

Cartesian coordinates (Å):
O1 4.35 1.89 1.84
C1 4.26 2.06 0.69
O2 0.61 -2.14 0.83
C2 4.15 2.42 -0.52
C3 -3.94 -0.78 -0.31
C4 -2.65 -0.48 -0.67
C5 -1.68 -1.44 -0.56
H1 1.35 -2.12 1.47
H2 4.93 2.80 -1.15
H3 2.80 2.68 0.23
H4 -4.80 -0.12 -0.38
H5 -4.23 -1.76 0.06
H6 -2.58 0.48 -1.19
H7 -0.69 -1.09 -0.27
H8 -1.89 -2.39 -0.08

* E: -345.1734 Ha
* HOMO energy (spin up / spin down): -11.579 / -11.579 eV
* 2S+1: 2
* orbital gap (spin up / spin down): 3.7 / 3.7 eV
* ⟨S²⟩: 0.753
* charge: +1



No. 5
ORCA calculation (ωB97M-V/def2-TZVPD) on C5H8O2S in the gas phase at a distorted geometry.

Cartesian coordinates (Å):
C1 0.13 1.86 0.38
C2 -0.23 1.53 1.82
C3 0.05 0.03 1.54
C4 -0.19 0.36 0.06
C5 0.66 -1.43 -1.28
H1 -1.36 2.75 -0.50
H2 1.22 2.04 0.41
H3 0.36 1.93 2.64
H4 -1.32 1.65 1.95
H5 1.11 -0.27 1.66
H6 -0.64 -0.76 1.92
H7 -1.24 0.10 -0.24
H8 1.41 -1.69 -2.05
O1 -0.40 2.87 -0.41
O2 0.69 -0.15 -0.90
S1 -0.28 -2.60 -0.65

* E: -743.9280 Ha
* HOMO energy: -9.019 eV
* orbital gap: 9.4 eV
* structure (SMILES): O[C@H]1CC[C@@H]1OC=S



No. 6
ORCA calculation (ωB97M-V/def2-TZVPD) on 2 unconnected molecules or ions with the total composition C5H8O2S at a distorted geometry.

Cartesian coordinates (Å):
C1 1.84 1.33 -0.05
C2 0.87 0.63 -0.10
C3 2.99 2.22 0.11
C4 -0.66 -1.64 0.10
C5 -1.96 -1.64 -0.67
O1 -2.97 0.06 1.52
O2 -2.38 -0.29 -0.88
S1 -2.44 0.72 0.36
H1 3.28 2.18 1.17
H2 3.85 1.86 -0.51
H3 2.73 3.26 -0.21
H4 0.05 -2.35 -0.11
H5 0.10 -0.61 0.01
H6 -0.80 -1.59 1.11
H7 -2.79 -2.21 -0.19
H8 -1.69 -1.92 -1.66

* E: -743.7301 Ha
* HOMO energy (spin up / spin down): -9.742 / -8.161 eV
* orbital gap (spin up / spin down): 9.3 / 6.2 eV



No. 7
ORCA calculation (ωB97M-V/def2-TZVPD) on 2 unconnected molecules or ions with the total composition C5H8O3 at a distorted geometry.

Cartesian coordinates (Å):
C1 0.92 0.62 -0.18
C2 0.84 1.69 0.85
C3 -0.65 -1.49 -0.41
C4 -1.01 -0.13 -0.49
C5 -2.19 0.42 -0.22
O1 0.54 -1.56 0.47
O2 1.56 -2.34 -0.17
O3 -0.91 -2.46 -1.10
H1 1.00 -2.99 -0.65
H2 0.83 0.93 -1.22
H3 1.86 0.07 -0.10
H4 -3.04 -0.16 0.12
H5 -2.32 1.50 -0.20
H6 0.82 1.27 1.86
H7 -0.01 2.35 0.69
H8 1.75 2.30 0.75

* E: -420.7931 Ha
* HOMO energy: -9.222 eV
* orbital gap: 8.8 eV



No. 8
ORCA calculation (ωB97M-V/def2-TZVPD) on a molecular structure, C5H8O3 at a distorted geometry.

Cartesian coordinates (Å):
C1 -0.64 -0.57 0.71
C2 -0.51 -1.24 -0.54
C3 0.90 -0.64 -0.82
C4 0.59 0.39 0.33
C5 0.07 1.69 -0.38
H1 -2.13 0.64 0.53
H2 -0.29 -1.26 1.49
H3 -1.37 -1.08 -1.30
H4 -0.54 -2.32 -0.51
H5 1.35 -0.51 -1.77
H6 1.46 -1.49 -0.47
H7 1.46 1.61 1.72
H8 0.92 2.35 -0.81
O1 -1.85 -0.01 1.14
O2 1.70 0.54 1.20
O3 -1.14 1.88 -0.54

* E: -420.9206 Ha
* HOMO energy: -9.511 eV
* orbital gap: 9.5 eV



No. 9
ORCA calculation (ωB97M-V/def2-TZVPD) on C5H8O3 in the gas phase at a distorted geometry.

Cartesian coordinates (Å):
C1 1.93 -0.32 -0.84
C2 0.91 -0.67 0.16
C3 -0.85 0.54 1.09
C4 -1.92 0.73 0.03
C5 -1.36 -0.70 0.39
H1 1.23 1.47 -0.95
H2 3.02 -0.52 -0.64
H3 1.70 -1.12 -1.54
H4 1.26 -1.19 0.94
H5 -1.27 0.62 2.03
H6 -2.87 0.90 0.58
H7 -1.74 1.29 -0.94
H8 -2.15 -1.39 0.80
O1 1.77 0.91 -1.51
O2 0.49 0.58 0.85
O3 -0.15 -1.15 -0.45

* E: -420.9116 Ha
* HOMO energy: -9.881 eV
* orbital gap: 10.8 eV
* structure (SMILES): OC[C@H]1O[C@H]2C[C@H]2O1



No. 10
ORCA calculation (ωB97M-V/def2-TZVPD) on C5H8O3 in the gas phase at a distorted geometry.

Cartesian coordinates (Å):
C1 -0.56 -0.80 0.42
C2 0.38 -1.19 -0.65
C3 0.67 1.16 -1.19
C4 0.29 0.46 0.87
C5 -0.53 -0.24 1.94
H1 -1.70 -0.13 -0.94
H2 0.08 -1.98 -1.47
H3 1.45 -1.18 -0.44
H4 1.78 1.33 -1.03
H5 0.31 1.98 -1.98
H6 1.40 0.26 1.19
H7 -1.69 0.13 1.92
H8 -0.23 -0.82 2.99
O1 -1.84 -0.54 -0.10
O2 0.18 0.00 -1.54
O3 0.01 1.56 0.01

* E: -420.8402 Ha
* HOMO energy: -8.786 eV
* orbital gap: 9.7 eV
* structure (SMILES): O[C@@]12COCO[C@H]1C2



No. 11
ORCA calculation (ωB97M-V/def2-TZVPD) on a molecular structure, C5H8O3.

Cartesian coordinates (Å):
C1 0.32 -0.39 0.15
C2 0.82 -0.91 -1.16
C3 1.24 0.52 0.93
C4 -1.60 0.14 0.04
C5 -0.94 1.22 -0.64
O1 -1.89 0.45 1.36
O2 -2.24 -0.69 -0.62
O3 -0.33 1.91 -1.33
H1 -2.63 -0.12 1.59
H2 -0.09 -1.18 0.78
H3 0.03 -1.45 -1.69
H4 1.65 -1.61 -1.00
H5 1.19 -0.11 -1.80
H6 1.62 1.34 0.32
H7 2.11 -0.05 1.28
H8 0.74 0.93 1.81

* E: -420.9422 Ha
* HOMO energy: -8.527 eV
* orbital gap: 8.8 eV



No. 12
ORCA calculation (ωB97M-V/def2-TZVPD) on a molecular structure, C5H8O3 at a distorted geometry.

Cartesian coordinates (Å):
C1 -1.60 0.50 -0.23
C2 -1.44 -1.19 -0.03
C3 0.15 -0.97 -0.14
C4 1.79 0.35 -0.28
C5 0.44 0.97 0.41
H1 -2.45 0.55 -1.08
H2 -2.18 0.52 0.63
H3 -2.13 -1.45 0.88
H4 -1.73 -1.67 -1.07
H5 -0.02 -0.56 -1.11
H6 1.85 0.68 -1.35
H7 2.80 0.74 0.27
H8 0.74 1.77 1.19
O1 1.52 -1.07 -0.17
O2 -0.56 1.38 -0.44
O3 -0.09 -0.12 1.02

* E: -420.7610 Ha
* HOMO energy: -9.717 eV
* orbital gap: 10.7 eV



No. 13
ORCA calculation (ωB97M-V/def2-TZVPD) on C5H8O3Si in the gas phase at a distorted geometry.

Cartesian coordinates (Å):
C1 0.96 -0.15 -1.84
C2 0.03 0.92 -1.86
C3 0.57 -1.07 -0.93
C4 -0.87 0.69 -0.93
C5 -0.62 -0.55 -0.20
O1 0.92 1.19 1.86
O2 0.63 -1.21 2.39
O3 -1.43 0.22 2.50
Si1 -0.13 0.01 1.64
H1 1.87 -0.25 -2.40
H2 0.24 1.98 -2.27
H3 1.02 -2.07 -0.73
H4 -1.73 1.41 -0.73
H5 -1.40 -1.30 -0.14
H6 1.62 0.89 1.35
H7 0.02 -2.03 2.28
H8 -2.01 0.93 2.78

* E: -710.6375 Ha
* HOMO energy: -8.659 eV
* orbital gap: 9.2 eV
* structure (SMILES): O[Si](O)(O)C1C=CC=C1



No. 14
ORCA calculation (ωB97M-V/def2-TZVPD) on 2 unconnected molecules or ions with the total composition C5H8O4 at a distorted geometry.

Cartesian coordinates (Å):
C1 -0.99 -0.66 -1.64
C2 -0.02 0.51 -1.10
C3 1.51 0.01 0.45
C4 0.65 0.03 1.68
C5 0.73 1.17 0.88
H1 -1.47 -2.02 -0.08
H2 -0.23 -1.24 -2.43
H3 -1.77 -0.03 -2.50
H4 0.23 1.25 -2.01
H5 2.58 -0.22 1.03
H6 1.15 -0.16 2.63
H7 -1.62 0.14 1.57
H8 0.89 2.34 1.15
O1 -1.87 -1.17 -0.57
O2 1.19 -0.27 -0.80
O3 -0.65 -0.75 1.73
O4 -0.33 1.09 0.02

* E: -495.9930 Ha
* HOMO energy: -8.962 eV
* orbital gap: 9.5 eV



No. 15
ORCA calculation (ωB97M-V/def2-TZVPD) on C5H8OS in the gas phase at a distorted geometry.

Cartesian coordinates (Å):
C1 -1.74 0.55 -1.29
C2 -0.46 0.92 -0.61
C3 0.21 0.36 0.57
C4 1.40 -1.00 1.63
C5 0.76 -0.06 -0.67
H1 -1.90 -0.70 -1.59
H2 -2.51 0.97 -0.54
H3 -1.58 1.02 -2.45
H4 -0.45 1.96 -0.67
H5 0.86 1.11 0.98
H6 1.14 -2.18 1.70
H7 1.88 -0.40 2.47
H8 0.12 -0.98 -0.87
O1 -0.04 -0.76 1.46
S1 2.32 -0.82 -0.11

* E: -668.5101 Ha
* HOMO energy: -8.756 eV
* orbital gap: 9.6 eV
* structure (SMILES): C[C@H]1[C@H]2OCS[C@H]12



No. 16
ORCA calculation (ωB97M-V/def2-TZVPD) on a molecular structure, C5H8OS at a distorted geometry.

Cartesian coordinates (Å):
C1 -1.12 -1.27 0.11
C2 -0.37 0.08 -0.02
C3 -0.47 0.86 1.31
C4 1.22 0.57 -1.61
C5 1.07 -0.14 -0.26
H1 -0.99 -1.88 -0.74
H2 -0.69 -1.81 1.06
H3 -2.26 -1.18 0.30
H4 -1.35 1.50 1.45
H5 0.43 1.52 1.31
H6 -0.32 0.11 2.12
H7 1.90 1.43 -1.51
H8 1.64 -0.06 -2.49
O1 1.85 -0.65 0.52
S1 -0.54 0.90 -1.56

* E: -668.7038 Ha
* HOMO energy: -9.093 eV
* orbital gap: 9.9 eV



No. 17
ORCA calculation (ωB97M-V/def2-TZVPD) on a molecular structure, C5H8OS at a distorted geometry.

Cartesian coordinates (Å):
C1 -3.02 0.28 -0.39
C2 -0.66 -0.30 -0.22
C3 0.48 -1.00 0.29
C4 1.90 -0.50 0.52
C5 2.48 0.88 0.36
H1 -3.92 -0.51 -0.30
H2 -2.94 0.72 -1.29
H3 -3.14 0.98 0.39
H4 -0.57 1.00 -0.78
H5 0.44 -2.30 0.64
H6 2.10 -1.01 1.53
H7 2.16 1.57 -0.50
H8 3.36 1.33 1.02
O1 -1.94 -0.72 -0.41
S1 3.26 -0.43 -0.87

* E: -668.5285 Ha
* HOMO energy: -8.417 eV
* orbital gap: 9.2 eV



No. 18
ORCA calculation (ωB97M-V/def2-TZVPD) on C5H8OS in the gas phase at a distorted geometry.

Cartesian coordinates (Å):
C1 1.17 -0.99 1.11
C2 0.91 -0.35 -0.24
C3 -0.24 -1.00 -0.98
C4 -0.62 1.24 0.70
C5 0.53 1.09 -0.33
H1 1.72 -0.22 1.75
H2 1.84 -1.85 1.09
H3 0.26 -1.27 1.58
H4 -0.31 -0.71 -2.01
H5 -0.42 -2.07 -0.89
H6 -1.22 2.16 0.59
H7 -0.33 1.04 1.72
H8 0.12 1.41 -1.31
O1 1.85 0.61 -0.57
S1 -1.69 -0.20 0.03

* E: -668.6059 Ha
* HOMO energy: -8.918 eV
* orbital gap: 9.7 eV
* structure (SMILES): C[C@@]12CSC[C@H]1O2



No. 19
ORCA calculation (ωB97M-V/def2-TZVPD) on C5H8OS2 in the gas phase at a distorted geometry.

Cartesian coordinates (Å):
C1 0.80 0.85 0.64
C2 0.33 -0.56 0.31
C3 -0.88 -0.72 1.24
C4 -0.93 0.20 -1.55
C5 0.14 -0.80 -0.99
H1 2.60 1.09 -0.32
H2 -0.07 1.44 1.02
H3 1.36 0.46 1.65
H4 -0.83 0.04 2.02
H5 -1.10 -1.78 1.70
H6 -0.74 1.30 -1.34
H7 -1.31 0.22 -2.55
H8 -0.58 -1.58 -0.95
O1 1.59 1.44 -0.32
S1 -2.19 -0.27 -0.20
S2 1.81 -1.33 -0.37

* E: -1066.7474 Ha
* HOMO energy: -8.991 eV
* orbital gap: 9.2 eV
* structure (SMILES): OC[C@@]12CSC[C@H]1S2



No. 20
ORCA calculation (ωB97M-V/def2-TZVPD) on a molecular structure, C5H8P2 at a distorted geometry.

Cartesian coordinates (Å):
C1 -0.87 0.48 -0.57
C2 0.18 1.53 -0.94
C3 -1.16 -0.39 0.48
C4 1.30 1.76 -0.35
C5 -0.52 -0.73 1.65
P1 1.13 -1.01 1.60
P2 1.02 -2.06 -0.31
H1 -1.67 0.51 -1.31
H2 -0.25 2.24 -1.49
H3 -2.21 -0.85 0.49
H4 1.72 2.86 -0.51
H5 2.31 1.07 0.26
H6 -0.93 -0.47 2.66
H7 2.29 -2.77 -0.50
H8 1.49 -0.80 -0.81

* E: -877.8166 Ha
* HOMO energy (spin up / spin down): -8.298 / -8.297 eV
* orbital gap (spin up / spin down): 7.7 / 7.7 eV